Record 1
21
Properties=species:S:1:pos:R:3:mulliken_charge:R:1 method="wB97M-V/def2-TZVPD" charge=-1 e_homo_ev=-3.239 homo_lumo_gap_ev=7.24 de_lowest_ev=1.043
O -1.28 -0.19 1.44 -0.93
O -3.16 -0.06 3.21 -0.74
N 0.94 1.46 -3.03 -0.67
N 1.17 0.00 -0.15 -0.30
C 0.96 -0.99 0.91 -0.95
C 0.08 0.12 -1.12 -0.62
C 0.54 0.06 -2.55 -0.63
C -0.11 -0.62 1.96 -0.22
H -3.36 0.75 2.75 0.25
H -0.22 -0.17 -3.27 0.26
H -2.40 -0.33 2.59 0.52
H 1.93 1.56 -2.85 0.25
H 1.42 -0.48 -2.73 0.44
H 0.43 0.13 2.60 0.15
H 1.45 0.91 0.21 0.25
H 0.42 2.13 -2.48 0.25
H -0.24 -1.53 2.55 0.26
H 0.65 -1.89 0.38 0.39
H -0.64 -0.62 -0.83 0.40
H 1.92 -1.27 1.35 0.34
H -0.49 1.03 -0.94 0.32

Record 2
21
Properties=species:S:1:pos:R:3:mulliken_charge:R:1 method="wB97M-V/def2-TZVPD" charge=-1 e_homo_ev=-3.316 homo_lumo_gap_ev=7.46 de_lowest_ev=0.680
O 1.84 0.62 -0.63 -0.88
O 2.94 -1.87 0.54 -0.67
N 0.20 0.33 1.31 -0.87
N -0.30 0.13 -1.77 -0.48
C -2.23 0.36 1.45 -1.53
C 1.18 -0.16 -1.53 -0.44
C -1.01 -0.04 0.60 0.53
C -1.03 0.75 -0.68 -0.91
H -2.16 1.40 1.73 0.33
H -2.23 -0.24 2.35 0.36
H -3.17 0.26 0.91 0.39
H 2.59 -1.09 0.96 0.33
H 0.97 0.47 0.60 0.41
H 1.14 -1.23 -1.21 0.30
H -0.37 0.74 -2.57 0.26
H 3.16 -1.52 -0.32 0.33
H -0.58 1.71 -0.41 0.39
H 0.52 -0.41 1.93 0.25
H -1.07 -1.09 0.33 0.26
H 1.66 -0.05 -2.54 0.22
H -2.05 0.92 -1.05 0.42

Record 3
21
Properties=species:S:1:pos:R:3:mulliken_charge:R:1 method="wB97M-V/def2-TZVPD" charge=+1 e_homo_ev=-13.381 homo_lumo_gap_ev=10.38 de_lowest_ev=2.439
O -1.87 -1.66 1.10 -0.45
O 2.76 -1.15 1.85 -0.66
N -0.30 -0.30 -1.28 -0.41
N 0.46 0.76 1.05 -0.21
C -1.80 -1.72 -0.10 0.03
C 0.23 1.76 -0.04 -0.68
C -1.73 -0.46 -0.92 -0.54
C 0.20 1.06 -1.42 -0.56
H 0.20 -0.19 0.75 0.29
H -2.37 -0.53 -1.81 0.42
H -0.41 1.70 -2.06 0.29
H -0.66 2.32 0.21 0.37
H 1.22 0.95 -1.74 0.45
H 1.05 2.47 0.00 0.39
H 3.26 -1.90 1.50 0.33
H 1.37 0.66 1.52 0.33
H -0.11 0.94 1.86 0.36
H -1.76 -2.69 -0.62 0.36
H -0.07 -0.83 -2.10 0.25
H -2.00 0.41 -0.33 0.30
H 2.33 -1.61 2.59 0.33

Record 4
21
Properties=species:S:1:pos:R:3:mulliken_charge:R:1 method="wB97M-V/def2-TZVPD" charge=+1 e_homo_ev=-12.626 homo_lumo_gap_ev=9.23 de_lowest_ev=4.046
O 0.40 -0.29 1.82 -0.52
O -0.24 2.21 1.96 -0.60
N 2.16 -0.23 -0.93 -0.27
N -2.16 -1.29 -0.45 -0.59
C -0.80 -0.97 0.00 0.26
C 0.89 -0.07 -1.79 -0.83
C -0.22 0.23 -0.84 -0.82
C -0.76 -0.37 1.47 -0.11
H 0.23 1.03 -0.17 0.32
H -2.54 -2.09 0.02 0.26
H -1.45 -0.51 2.37 0.34
H 2.67 -1.11 -0.98 0.37
H -0.14 -1.82 -0.07 0.40
H -0.90 2.85 2.25 0.31
H 0.78 -0.94 -2.42 0.39
H -2.68 -0.42 -0.44 0.24
H -1.05 0.95 -0.92 0.51
H 1.96 -0.09 0.08 0.29
H 0.04 1.60 2.64 0.32
H 0.99 0.79 -2.46 0.36
H 2.80 0.55 -1.16 0.37

Record 5
21
Properties=species:S:1:pos:R:3:mulliken_charge:R:1 method="wB97M-V/def2-TZVPD" charge=+1 e_homo_ev=-12.283 homo_lumo_gap_ev=4.10 de_lowest_ev=5.947
O -0.70 -0.01 0.43 -0.45
O 1.01 -0.63 2.40 -0.62
N -5.53 -0.39 -0.09 -0.65
N 3.13 -0.41 0.27 -0.52
C 1.63 0.59 -1.40 -0.50
C -0.35 1.10 0.18 -0.02
C 2.10 -0.79 -0.64 -0.42
C 0.86 1.44 -0.61 0.05
H -6.10 -0.98 -0.68 0.23
H -0.95 1.95 0.52 0.41
H 1.19 -1.17 -0.17 0.26
H -4.75 -0.05 -0.65 0.20
H 1.02 0.25 -2.26 0.39
H 2.45 -1.47 -1.40 0.43
H 0.72 -1.16 3.16 0.31
H 0.37 -0.80 1.70 0.30
H 1.03 2.52 -0.70 0.39
H 2.68 -0.29 1.18 0.32
H -6.09 0.43 0.12 0.23
H 2.52 1.09 -1.78 0.36
H 3.76 -1.20 0.42 0.28

Record 6
20
Properties=species:S:1:pos:R:3:mulliken_charge:R:1 method="wB97M-V/def2-TZVPD" charge=0 e_homo_ev=-6.992 homo_lumo_gap_ev=7.60 de_lowest_ev=4.243
P -0.27 0.20 -0.07 0.40
N -2.37 -0.54 0.37 -0.45
N 0.62 -1.10 -0.71 -0.30
C 0.36 1.53 -1.14 -0.98
C 0.36 0.56 1.60 -0.98
C 2.06 -1.11 -0.59 -0.86
C -3.29 0.44 0.02 -0.58
H 2.59 -0.35 -1.34 0.17
H -3.19 1.49 0.54 0.17
H 0.23 2.47 -0.63 0.37
H -4.34 -0.18 0.12 0.27
H 1.36 1.26 -1.57 0.30
H 2.51 -2.08 -0.74 0.38
H -3.32 0.79 -1.06 0.20
H 0.11 -0.35 2.31 0.26
H -0.37 1.37 1.83 0.31
H 1.41 0.84 1.40 0.45
H 0.32 -2.09 -0.71 0.29
H -0.49 1.53 -1.88 0.28
H 2.49 -0.63 0.26 0.29